--- i ---
The following is a DFT calculation (the ωB97M-V functional and the def2-TZVPD basis) of a 2-piece molecular cluster, C4H11NS2 overall.

Geometry as XYZ:
```
18
Properties=species:S:1:pos:R:3:lowdin_charge:R:1
C 0.841 -2.499 1.300 -0.095
N 1.351 -1.511 1.878 -0.083
C 0.655 -1.013 3.060 -0.151
H 1.360 -2.943 0.454 0.063
H -0.130 -2.933 1.576 0.075
H 1.065 -1.499 3.940 0.075
H -0.427 -1.188 3.007 0.071
H 0.839 0.056 3.149 0.058
C -0.594 1.886 0.930 -0.499
S 0.364 1.279 -0.464 0.428
S -1.138 0.327 -1.527 0.420
C -0.065 -0.192 -2.886 -0.501
H -1.196 2.739 0.635 0.027
H -1.182 1.095 1.383 0.021
H 0.138 2.248 1.649 0.026
H 0.507 -1.075 -2.618 0.025
H -0.696 -0.387 -3.746 0.027
H 0.638 0.607 -3.101 0.014
```

Values from the calculation:
net charge: 0
HOMO-LUMO gap: 0.3084 hartree
E_HOMO: -0.284 hartree
structure (SMILES): C=NC.CSSC

--- ii ---
The following is a DFT calculation (the ωB97M-V functional and the def2-TZVPD basis) of C4H11NS2 in the gas phase.

Geometry as XYZ:
```
18
Properties=species:S:1:pos:R:3:lowdin_charge:R:1
C 1.781 2.568 0.851 -0.205
C 1.827 1.812 -0.468 -0.584
S 1.631 -0.007 -0.274 0.480
S 0.308 -0.282 1.238 0.516
C -1.234 -0.724 0.422 -0.568
C -1.172 -1.829 -0.645 -0.363
N -2.101 -2.907 -0.377 -0.018
H 1.921 3.631 0.621 0.073
H 0.838 2.453 1.363 0.031
H 2.598 2.307 1.524 0.072
H 0.968 2.132 -1.063 0.059
H 2.738 2.042 -1.014 0.067
H -1.838 -1.112 1.245 0.060
H -1.828 0.101 0.019 0.073
H -1.368 -1.377 -1.618 0.098
H -0.175 -2.261 -0.712 0.083
H -1.806 -3.815 -0.689 0.061
H -3.089 -2.734 -0.422 0.065
```

Values from the calculation:
net charge: 0
HOMO-LUMO gap: 0.3474 hartree
E_HOMO: -0.316 hartree
structure (SMILES): CCSSCCN

Structures ranked by computed energy, the most stable listed first: ii, i.

--- i ---
The following is a DFT calculation (the ωB97M-V functional and the def2-TZVPD basis) of a 2-piece molecular cluster, C6H10NO overall.

Geometry as XYZ:
```
18
Properties=species:S:1:pos:R:3:lowdin_charge:R:1
C 2.828 -0.132 -0.148 -0.098
C -1.305 0.086 -0.305 -0.279
C -1.220 1.252 0.644 -0.246
C 0.028 0.842 0.019 -0.076
C 2.220 -1.377 -0.116 0.007
C -1.812 -1.280 0.118 -0.034
N -0.557 2.317 -0.177 0.097
O 3.445 0.791 -0.048 0.369
H -1.804 0.479 -1.216 0.123
H -1.671 1.545 1.630 0.159
H 3.038 -2.234 -0.253 0.186
H 1.436 -1.399 -0.885 0.123
H 2.135 -1.669 0.970 0.161
H -1.781 -2.042 -0.666 0.092
H -2.764 -1.120 0.446 0.057
H -1.095 -1.613 0.792 0.053
H -1.073 2.481 -1.061 0.154
H -0.047 3.073 0.260 0.151
```

Values from the calculation:
net charge: +1
HOMO-LUMO gap: 0.2772 hartree
E_HOMO: -0.436 hartree

--- ii ---
The following is a DFT calculation (the ωB97M-V functional and the def2-TZVPD basis) of an isolated ion of composition C6H10NO and charge +1.

Geometry as XYZ:
```
18
Properties=species:S:1:pos:R:3:lowdin_charge:R:1
C -1.809 -0.239 2.496 0.243
N -1.124 -0.726 1.464 0.120
C 0.168 -0.109 1.031 -0.317
C 1.193 0.044 1.943 0.130
C 0.114 0.294 -0.330 -0.179
C 0.820 -0.613 -1.431 -0.114
C 0.904 0.411 -2.532 -0.161
O -0.238 0.942 -2.747 -0.009
H -2.652 -0.704 2.864 0.090
H -1.410 0.758 2.919 0.166
H -1.448 -1.426 0.910 0.129
H 2.275 0.383 1.791 0.115
H 1.128 -0.260 3.051 0.102
H -1.034 0.464 -0.656 0.176
H 0.575 1.367 -0.455 0.170
H 1.814 -0.900 -1.144 0.103
H 0.373 -1.575 -1.627 0.119
H 1.806 0.713 -2.989 0.118
```

Values from the calculation:
net charge: +1
HOMO-LUMO gap: 0.2783 hartree
E_HOMO: -0.486 hartree
structure (SMILES): C=[NH+]C(=C)CCC=O

Structures ranked by computed energy, the most stable listed first: ii, i.

--- i ---
The following is a DFT calculation (the ωB97M-V functional and the def2-TZVPD basis) of a 2-piece molecular cluster, C6H10NO overall.

Geometry as XYZ:
```
18
Properties=species:S:1:pos:R:3:lowdin_charge:R:1
C 2.927 -0.392 0.198 -0.103
C 2.405 0.929 0.308 -0.161
C 2.235 -1.416 -0.175 -0.209
C -2.456 -0.262 -0.925 -0.087
C -1.004 -0.100 1.042 -0.013
C 2.031 2.064 0.447 0.112
N -1.124 0.049 -0.471 -0.073
O 1.545 -2.309 -0.441 0.194
H 4.029 -0.649 0.319 0.167
H -2.407 -0.357 -2.126 0.144
H -2.787 -1.377 -0.647 0.154
H -3.285 0.500 -0.778 0.125
H -0.829 0.904 1.433 0.090
H -1.823 -0.572 1.622 0.112
H -0.080 -0.791 1.221 0.122
H -0.368 -0.477 -0.962 0.168
H 1.929 3.132 0.494 0.045
H -0.936 1.124 -0.557 0.213
```

Values from the calculation:
net charge: +1
HOMO-LUMO gap: 0.3290 hartree
E_HOMO: -0.459 hartree

--- ii ---
The following is a DFT calculation (the ωB97M-V functional and the def2-TZVPD basis) of an isolated ion of composition C6H10NO and charge +1.

Geometry as XYZ:
```
18
Properties=species:S:1:pos:R:3:lowdin_charge:R:1
C -1.836 2.518 -1.849 0.178
N -1.242 1.817 -0.969 0.050
C -0.774 0.485 -1.153 -0.053
C -0.052 -0.043 -0.176 -0.025
C 0.601 -1.384 -0.107 -0.153
C 1.608 -1.478 1.055 -0.143
C 1.008 -1.227 2.428 -0.222
O 0.461 -0.183 2.682 0.046
H -1.924 2.202 -2.876 0.124
H -2.308 3.468 -1.618 0.127
H -1.215 2.219 -0.037 0.186
H -1.132 -0.024 -2.015 0.134
H 0.166 0.605 0.667 0.112
H -0.108 -2.217 -0.117 0.137
H 1.198 -1.531 -1.011 0.130
H 2.069 -2.455 1.039 0.113
H 2.386 -0.735 0.888 0.129
H 1.092 -2.039 3.169 0.131
```

Values from the calculation:
net charge: +1
HOMO-LUMO gap: 0.2925 hartree
E_HOMO: -0.482 hartree
structure (SMILES): C=[NH+]/C=C/CCC=O

Structures ranked by computed energy, the most stable listed first: ii, i.

--- i ---
The following is a DFT calculation (the ωB97M-V functional and the def2-TZVPD basis) of C7H14O2 in the gas phase.

Geometry as XYZ:
```
23
Properties=species:S:1:pos:R:3:lowdin_charge:R:1
C 2.003 -1.664 1.234 0.008
C 1.455 -0.474 1.072 -0.149
C -0.070 -0.227 0.805 -0.307
C -0.592 0.737 1.869 -0.059
C -0.229 0.292 -0.626 -0.531
C 0.356 -0.678 -1.650 -0.013
O 0.308 1.588 -0.783 -0.006
C -1.800 0.461 -0.924 -0.180
O -1.985 0.992 -2.209 -0.059
H 3.047 -1.792 1.474 0.053
H 1.424 -2.571 1.145 0.060
H 2.059 0.421 1.170 0.108
H -0.577 -1.191 0.881 0.141
H -0.196 0.458 2.843 0.080
H -1.677 0.708 1.924 0.073
H -0.278 1.754 1.643 0.084
H 0.063 -0.364 -2.650 0.086
H 1.443 -0.697 -1.584 0.081
H -0.016 -1.683 -1.474 0.093
H 1.268 1.520 -0.828 0.102
H -2.288 -0.513 -0.907 0.130
H -2.256 1.121 -0.177 0.116
H -1.461 1.802 -2.249 0.090
```

Values from the calculation:
net charge: 0
HOMO-LUMO gap: 0.3875 hartree
E_HOMO: -0.358 hartree
structure (SMILES): C=C[C@@H](C)[C@](C)(O)CO

--- ii ---
The following is a DFT calculation (the ωB97M-V functional and the def2-TZVPD basis) of C7H14O2 as an isolated structure.

Geometry as XYZ:
```
23
Properties=species:S:1:pos:R:3:lowdin_charge:R:1
C 2.198 -1.143 0.027 -0.199
C -1.137 0.286 -0.337 -0.374
C 0.922 -1.641 -0.207 -0.022
C 1.239 1.223 0.368 -0.027
C -1.835 1.584 0.081 -0.067
C -2.146 -0.867 -0.290 -0.073
C 0.057 -0.066 0.596 -0.506
O 3.002 -0.766 -0.978 0.065
O -0.144 -0.303 1.791 -0.036
H 3.780 -0.305 -0.638 0.126
H 2.585 -1.089 1.036 0.143
H -0.750 0.399 -1.353 0.132
H 0.643 -1.725 -1.249 0.102
H 0.595 -2.471 0.406 0.110
H 2.101 1.201 1.032 0.056
H 1.515 1.352 -0.679 0.059
H 0.644 2.074 0.683 0.043
H -2.750 1.713 -0.501 0.079
H -2.089 1.545 1.140 0.092
H -1.220 2.465 -0.096 0.066
H -1.704 -1.814 -0.599 0.065
H -2.985 -0.661 -0.958 0.077
H -2.520 -0.992 0.727 0.086
```

Values from the calculation:
net charge: 0
HOMO-LUMO gap (spin up / spin down): 0.3041 / 0.3041 hartree
E_HOMO (spin up / spin down): -0.295 / -0.295 hartree

Structures ranked by computed energy, the most stable listed first: i, ii.

--- i ---
The following is a DFT calculation (the ωB97M-V functional and the def2-TZVPD basis) of C8H15NO as an isolated structure.

Geometry as XYZ:
```
25
Properties=species:S:1:pos:R:3:lowdin_charge:R:1
C -1.761 -0.477 -1.880 -0.085
C -1.308 -0.725 1.532 -0.051
C -0.279 -0.656 0.416 -0.428
C 0.200 -1.883 -0.018 -0.019
O -1.079 0.248 -0.860 -0.247
H -1.195 -1.374 -2.153 0.077
H -1.873 0.181 -2.743 0.089
H -2.752 -0.772 -1.527 0.094
H -1.869 0.202 1.621 0.071
H -2.027 -1.520 1.327 0.084
H -0.813 -0.920 2.486 0.094
H -0.091 -2.790 0.493 0.051
H 0.886 -1.987 -0.848 0.046
C 2.289 0.093 0.612 -0.071
C 0.833 0.515 0.617 -0.365
C 0.424 1.046 -1.297 -0.155
C 0.499 1.535 1.464 0.078
N 0.392 2.228 -1.694 0.135
H -0.209 2.856 -1.169 0.076
H 0.964 0.249 -1.801 0.134
H 2.568 -0.402 1.544 0.090
H 2.550 -0.595 -0.192 0.067
H 2.921 0.975 0.485 0.084
H 1.241 2.045 2.068 0.078
H -0.508 1.927 1.517 0.074
```

Values from the calculation:
net charge: 0
HOMO-LUMO gap (spin up / spin down): 0.2302 / 0.2302 hartree
E_HOMO (spin up / spin down): -0.259 / -0.259 hartree

--- ii ---
The following is a DFT calculation (the ωB97M-V functional and the def2-TZVPD basis) of C8H15NO in the gas phase.

Geometry as XYZ:
```
25
Properties=species:S:1:pos:R:3:lowdin_charge:R:1
C -1.608 0.888 -1.872 -0.022
N -0.442 0.424 -1.088 -0.051
C -0.383 1.078 0.489 -0.294
C -0.041 2.412 0.562 -0.109
H 0.427 0.723 -1.525 0.151
H -1.351 0.802 0.899 0.114
H -2.489 0.423 -1.436 0.094
H -1.669 1.971 -1.790 0.085
H -1.497 0.597 -2.917 0.092
H 0.899 2.761 0.149 0.010
H -0.529 3.043 1.290 0.012
C 0.719 -1.825 -1.433 0.009
C -0.057 -0.876 2.341 -0.080
C -0.401 -1.067 -0.769 -0.446
C 0.623 -0.175 1.205 -0.310
C 1.954 -0.151 1.083 0.013
O -1.437 -1.565 -0.389 0.111
H 0.461 -1.983 -2.484 0.097
H 0.819 -2.792 -0.945 0.098
H 1.670 -1.303 -1.362 0.071
H -0.902 -1.468 1.981 0.067
H -0.459 -0.145 3.049 0.087
H 0.623 -1.541 2.877 0.077
H 2.454 0.438 0.319 0.062
H 2.614 -0.671 1.769 0.062
```

Values from the calculation:
net charge: 0
HOMO-LUMO gap: 0.2323 hartree
E_HOMO: -0.224 hartree

Structures ranked by computed energy, the most stable listed first: ii, i.

--- i ---
The following is a DFT calculation (the ωB97M-V functional and the def2-TZVPD basis) of CHN3O3S in the gas phase.

Geometry as XYZ:
```
9
Properties=species:S:1:pos:R:3:lowdin_charge:R:1
C 1.740 0.542 -2.263 -0.292
N 1.999 1.147 -3.205 0.173
N 1.334 0.089 -1.119 0.112
N 1.935 -0.504 -0.192 -0.304
O 3.059 -0.911 -0.183 0.136
O 1.052 -0.941 0.856 -0.324
O -0.778 -1.379 -0.815 -0.532
S -0.543 -1.477 0.620 0.967
H -1.474 -0.240 1.077 0.064
```

Values from the calculation:
net charge: 0
HOMO-LUMO gap (spin up / spin down): 0.3458 / 0.3458 hartree
E_HOMO (spin up / spin down): -0.396 / -0.396 hartree

--- ii ---
The following is a DFT calculation (the ωB97M-V functional and the def2-TZVPD basis) of a 2-piece molecular cluster, CHN3O3S overall.

Geometry as XYZ:
```
9
Properties=species:S:1:pos:R:3:lowdin_charge:R:1
C 0.504 1.275 0.648 -0.405
N -0.339 1.995 0.913 0.134
N -1.104 -0.699 -0.347 0.249
N -2.157 -0.345 -0.354 -0.278
O 1.556 0.199 -1.400 -0.454
O 1.503 -1.003 0.732 -0.345
O -3.252 0.015 -0.472 0.117
S 1.908 0.422 -0.011 0.900
H 1.380 -1.859 0.291 0.082
```

Values from the calculation:
net charge: 0
HOMO-LUMO gap: 0.4014 hartree
E_HOMO: -0.408 hartree

Structures ranked by computed energy, the most stable listed first: ii, i.